{
  "formula": "C41H53BBrILaN6OS9Sb",
  "method": "ωB97M-V/def2-TZVPD",
  "multiplicity": 1,
  "charge": -2,
  "gap_ev": [3.55, 3.56],
  "de_lowest_ev": 4.0366,
  "fmax_ev_per_a": 4.83,
  "lumo_ev": [3.18, 3.18],
  "energy_ev": -238102.431,
  "species": ["La", "C", "C", "C", "C", "N", "N", "B", "N", "N", "C", "C", "C", "C", "C", "S", "C", "C", "C", "C", "N", "N", "C", "C", "C", "C", "C", "S", "C", "C", "C", "C", "C", "S", "C", "C", "C", "C", "H", "H", "H", "H", "H", "H", "H", "H", "H", "H", "H", "H", "H", "H", "H", "H", "H", "H", "H", "H", "H", "H", "H", "H", "H", "H", "H", "H", "H", "H", "H", "H", "H", "H", "H", "H", "H", "H", "H", "S", "Sb", "S", "S", "S", "S", "Br", "C", "C", "C", "C", "C", "C", "I", "H", "H", "H", "H", "C", "C", "C", "C", "C", "C", "C", "S", "C", "O", "H", "H", "H", "H", "H", "H", "H", "H", "H", "H"],
  "coordinates": [[12.97040, 13.58220, 10.19864], [7.33835, 14.18458, 12.67107], [8.22671, 15.38784, 12.48880], [7.72946, 16.66724, 12.14508], [8.68788, 17.64377, 11.76556], [9.94441, 17.51604, 12.09219], [10.38193, 16.38687, 12.63123], [11.83986, 16.31841, 12.79413], [12.49361, 17.47043, 11.99372], [12.98474, 18.42836, 12.80415], [13.49468, 19.49953, 12.22601], [13.76614, 19.53257, 10.84669], [13.25731, 18.56504, 10.01955], [13.26871, 18.64137, 8.56146], [12.56492, 17.45732, 10.66455], [11.75382, 16.26678, 9.74535], [13.85790, 20.63541, 13.10599], [13.09448, 20.51560, 14.42098], [15.37430, 20.61504, 13.27347], [13.46952, 22.00175, 12.45356], [12.45499, 15.80009, 13.98793], [11.82532, 16.49010, 15.01026], [11.97254, 15.98472, 16.20112], [12.78404, 14.80481, 16.47721], [13.43396, 14.21086, 15.45236], [13.84998, 12.78468, 15.56254], [13.41433, 14.88175, 14.17863], [14.46824, 14.35500, 12.94426], [11.31823, 16.71777, 17.30234], [10.84472, 18.12694, 16.92394], [12.37269, 16.82078, 18.41923], [10.08259, 15.97889, 17.91243], [9.61826, 15.29748, 12.77377], [10.27575, 13.76241, 13.41933], [8.39064, 19.01333, 11.24697], [8.83823, 20.01393, 12.32689], [9.17774, 19.19433, 9.99001], [6.88054, 19.05651, 11.02236], [6.34551, 14.33820, 12.21770], [7.28414, 13.82532, 13.72142], [7.76388, 13.28640, 12.13792], [6.69033, 16.84933, 11.94364], [14.28801, 20.36727, 10.40115], [13.70111, 19.61126, 8.20292], [12.21404, 18.59151, 8.19016], [13.87578, 17.83607, 8.01552], [13.53340, 19.74894, 15.05814], [12.06921, 20.31673, 14.18397], [13.16981, 21.40868, 15.09573], [15.75401, 19.58422, 13.40134], [15.68594, 21.26870, 14.11086], [15.84274, 20.95220, 12.31648], [12.47151, 21.85191, 12.00253], [14.19316, 22.31060, 11.68386], [13.39168, 22.83223, 13.22734], [12.60504, 14.39334, 17.48771], [13.40639, 12.35519, 16.47275], [14.89845, 12.68031, 15.40162], [13.41314, 12.16460, 14.75492], [11.68504, 18.68666, 16.56266], [10.66431, 18.71510, 17.88003], [9.99753, 18.16645, 16.24646], [13.45424, 16.91110, 18.17392], [12.26554, 15.91221, 19.03739], [12.20763, 17.69128, 19.10316], [9.17573, 16.27746, 17.37789], [9.92614, 16.28056, 18.95444], [10.13821, 14.88073, 17.89779], [9.86251, 19.84900, 12.58079], [8.18706, 19.79263, 13.17366], [8.65598, 21.04916, 12.00429], [10.26874, 19.06828, 10.11525], [9.05574, 20.20739, 9.57930], [8.82316, 18.57114, 9.21583], [6.27117, 18.78687, 11.90256], [6.57820, 18.33275, 10.25667], [6.50887, 20.01420, 10.68181], [15.84720, 17.03812, 7.74498], [15.97798, 14.74358, 7.78712], [15.78471, 14.31498, 10.13814], [13.77828, 13.95520, 7.33217], [17.77548, 13.74668, 6.77182], [10.40493, 12.82297, 11.58771], [16.52300, 7.42585, 10.96905], [17.21179, 9.07525, 10.42771], [18.45127, 9.00391, 9.72995], [19.19121, 10.12716, 9.55634], [18.63846, 11.37021, 9.82083], [17.42002, 11.45055, 10.42496], [16.70484, 10.31076, 10.69874], [14.59954, 10.42805, 11.20121], [18.90317, 8.03719, 9.40931], [20.21917, 9.91935, 9.32729], [19.19262, 12.24342, 9.49020], [16.95453, 12.36383, 10.65501], [9.04333, 6.10730, 11.42987], [9.66248, 7.18297, 10.60804], [11.07206, 7.39659, 10.58706], [11.65982, 8.43306, 9.84772], [10.86338, 9.33137, 9.24053], [9.48308, 9.25177, 9.30151], [8.92488, 8.14359, 9.88759], [11.68100, 10.66176, 8.25840], [10.30218, 11.33598, 7.18388], [11.75602, 11.86780, 9.22327], [8.19508, 6.42334, 12.11699], [9.78882, 5.62224, 12.03865], [8.61480, 5.36756, 10.74769], [11.68133, 6.79315, 11.26684], [12.73888, 8.53676, 9.83255], [8.80815, 10.06676, 8.97860], [7.88921, 8.02567, 9.66002], [9.40166, 11.83129, 7.64044], [9.95769, 10.40502, 6.69700], [10.71358, 12.02397, 6.39852]]
}

---

{
  "formula": "C30H69F3N6O15P3",
  "method": "ωB97M-V/def2-TZVPD",
  "multiplicity": 1,
  "charge": 1,
  "gap_ev": 8.52,
  "fmax_ev_per_a": 8.61,
  "lumo_ev": -3.00,
  "energy_ev": -107893.543,
  "species": ["N", "C", "N", "N", "C", "C", "C", "C", "N", "C", "O", "C", "N", "C", "N", "O", "C", "C", "O", "C", "C", "F", "F", "F", "H", "H", "H", "H", "H", "H", "H", "H", "H", "H", "H", "H", "H", "H", "H", "H", "H", "H", "H", "H", "H", "H", "H", "H", "O", "P", "O", "C", "C", "O", "C", "C", "O", "C", "C", "H", "H", "H", "H", "H", "H", "H", "H", "H", "H", "H", "H", "H", "H", "H", "O", "P", "O", "C", "C", "O", "C", "C", "O", "C", "C", "H", "H", "H", "H", "H", "H", "H", "H", "H", "H", "H", "H", "H", "H", "H", "O", "P", "O", "C", "C", "O", "C", "C", "O", "C", "C", "H", "H", "H", "H", "H", "H", "H", "H", "H", "H", "H", "H", "H", "H", "H"],
  "coordinates": [[0.59427, -1.58547, 2.04919], [0.04313, -0.63025, 1.43112], [0.77791, 0.06910, 0.44925], [-1.27760, -0.20631, 1.72682], [-2.30104, -0.61049, 0.72383], [-2.31180, 0.30633, -0.51362], [-3.30080, 1.49628, -0.42670], [-3.25529, 2.22588, 0.92764], [-2.69510, 3.61303, 0.84840], [-3.05998, 4.39766, 2.05854], [-1.96005, 4.66921, 2.88442], [-1.26437, 3.46707, 3.12039], [-0.50934, 3.19143, 1.85773], [-1.28512, 3.54871, 0.77847], [-0.69956, 3.85325, -0.33854], [-1.46199, 4.24273, -1.41579], [0.74042, 3.79743, -0.54873], [1.48887, 5.06068, -0.00938], [2.28885, 4.61139, 1.06790], [3.59889, 5.16772, 1.08574], [4.52708, 4.11060, 1.74782], [3.90553, 3.30071, 2.60112], [5.01410, 3.33285, 0.75873], [5.55158, 4.69130, 2.35350], [-0.04751, -1.98218, 2.73639], [1.44454, -0.54623, -0.00158], [1.21439, 0.89173, 0.84613], [-1.55261, -0.45420, 2.66717], [-3.28521, -0.60223, 1.21408], [-2.07315, -1.65167, 0.43767], [-2.64235, -0.31716, -1.36181], [-1.31143, 0.66087, -0.79511], [-3.08266, 2.18309, -1.25662], [-4.31689, 1.12081, -0.60495], [-4.28819, 2.31997, 1.28650], [-2.71723, 1.67338, 1.71135], [-3.83314, 3.90531, 2.66990], [-3.46992, 5.36620, 1.74640], [-0.50687, 3.67025, 3.88042], [-1.92495, 2.63358, 3.38460], [0.25271, 3.87685, 1.89502], [-1.57982, 3.43598, -1.94674], [1.16073, 2.89489, -0.08920], [0.94121, 3.72697, -1.62423], [2.04162, 5.58580, -0.79819], [0.69476, 5.75950, 0.31732], [3.60345, 6.05576, 1.73314], [3.98471, 5.33987, 0.07575], [3.41597, -0.60771, -2.80390], [3.86331, 0.16794, -4.02111], [4.62151, -1.06952, -4.81924], [4.03051, -2.36037, -4.93213], [3.14588, -2.48191, -6.15892], [5.19074, 0.86021, -3.33996], [5.26485, 1.08251, -1.93213], [6.03881, -0.03083, -1.25568], [4.10930, 1.22972, -5.26625], [4.08803, 0.91743, -6.65263], [2.68876, 0.99553, -7.23334], [3.46433, -2.62827, -4.03951], [4.85354, -3.07321, -5.00986], [2.29282, -1.80208, -6.08953], [2.76319, -3.49865, -6.25620], [3.69595, -2.23637, -7.06838], [4.26931, 1.19368, -1.49965], [5.78621, 2.03141, -1.78354], [5.63499, -1.01167, -1.50638], [6.01832, 0.08725, -0.17063], [7.07857, -0.02326, -1.58612], [4.56786, -0.03322, -6.86927], [4.70948, 1.67497, -7.13633], [1.98193, 0.39743, -6.65426], [2.68142, 0.65084, -8.26757], [2.32592, 2.02444, -7.21062], [3.01731, -2.31101, 6.33254], [2.11349, -1.11966, 6.24248], [2.98284, 0.01015, 7.07395], [4.39521, 0.11615, 6.92299], [4.78256, 1.04992, 5.79128], [0.99472, -1.51967, 7.36676], [0.79831, -2.88386, 7.75168], [1.55630, -3.19172, 9.02654], [1.01222, -0.02091, 5.67086], [1.29167, 1.31701, 5.30486], [1.74165, 1.42683, 3.85895], [4.86286, -0.85780, 6.77595], [4.77960, 0.51239, 7.86455], [4.43905, 0.65679, 4.83098], [5.86599, 1.16506, 5.74316], [4.34015, 2.03889, 5.92611], [1.08140, -3.56221, 6.94775], [-0.27217, -3.01832, 7.92176], [2.60992, -2.92501, 8.94263], [1.48429, -4.25225, 9.27208], [1.14923, -2.61405, 9.85836], [1.98892, 1.79878, 5.98713], [0.34927, 1.86028, 5.42327], [2.56782, 0.74744, 3.64483], [2.05122, 2.44576, 3.62572], [0.92468, 1.15123, 3.18724], [-4.78917, -5.52406, -3.52901], [-5.65841, -4.42596, -2.99729], [-5.65519, -3.36707, -4.26447], [-5.75097, -3.82350, -5.61043], [-7.19023, -3.94686, -6.07340], [-4.59245, -3.68304, -1.99404], [-3.45849, -4.38798, -1.48799], [-2.22872, -4.07825, -2.31822], [-6.85014, -3.63781, -2.17611], [-7.96331, -2.97272, -2.75700], [-9.12968, -3.91340, -2.99236], [-5.23233, -4.77174, -5.75616], [-5.23647, -3.08368, -6.22716], [-7.71860, -4.70756, -5.49439], [-7.23118, -4.23134, -7.12549], [-7.72571, -3.00363, -5.95400], [-3.64937, -5.45906, -1.44352], [-3.29827, -4.04922, -0.46078], [-2.40289, -4.26236, -3.37825], [-1.38024, -4.68322, -1.99420], [-1.96043, -3.02290, -2.22061], [-7.69371, -2.42299, -3.65623], [-8.26792, -2.21426, -2.03127], [-8.82335, -4.79664, -3.55580], [-9.92965, -3.40702, -3.53334], [-9.52806, -4.26815, -2.04091]]
}

---

{
  "formula": "C4H8O2S",
  "method": "ωB97M-V/def2-TZVPD",
  "multiplicity": 1,
  "gap_ev": 9.20,
  "de_lowest_ev": 0.8611,
  "fmax_ev_per_a": 3.46,
  "lumo_ev": 0.71,
  "energy_ev": -19207.537,
  "smiles": "CSCCC(=O)O",
  "species": ["C", "S", "C", "C", "C", "O", "O", "H", "H", "H", "H", "H", "H", "H", "H"],
  "coordinates": [[-0.59269, 2.75772, 1.12763], [-1.52467, 1.24149, 0.79291], [-0.28185, -0.12291, 0.83882], [-0.37044, -0.57153, -0.60460], [0.55574, -1.74325, -0.95271], [0.76386, -2.52443, -0.04614], [1.30206, -1.68890, -2.05659], [-1.13512, 3.71733, 1.18564], [0.00875, 2.62095, 2.03974], [0.07287, 2.98998, 0.29737], [0.63390, 0.16527, 1.26776], [-0.80819, -0.93394, 1.43123], [-0.18732, 0.17968, -1.41273], [-1.38960, -0.90293, -0.83381], [1.87092, -2.50157, -2.04732]]
}